1.
{
  "formula": "C16H44Cl2CrN4O4",
  "method": "ωB97M-V/def2-TZVPD",
  "species": ["Cr", "Cl", "Cl", "C", "C", "C", "O", "C", "N", "H", "H", "H", "H", "H", "H", "H", "H", "H", "H", "H", "C", "C", "C", "O", "C", "N", "H", "H", "H", "H", "H", "H", "H", "H", "H", "H", "H", "C", "C", "C", "O", "C", "N", "H", "H", "H", "H", "H", "H", "H", "H", "H", "H", "H", "C", "C", "C", "O", "C", "N", "H", "H", "H", "H", "H", "H", "H", "H", "H", "H", "H"],
  "coordinates": [[0.625, 0.619, -0.321], [-0.345, 2.101, 1.343], [1.580, -0.925, -1.989], [1.881, -3.071, 1.327], [0.644, -2.263, 1.722], [0.487, -2.369, 3.269], [-0.608, -1.472, 3.550], [-0.988, -1.437, 4.910], [0.729, -0.883, 1.312], [1.780, -4.075, 1.740], [2.882, -2.712, 1.567], [1.830, -3.198, 0.246], [-0.244, -2.663, 1.232], [1.436, -2.064, 3.709], [0.245, -3.354, 3.668], [-1.664, -0.596, 5.063], [-0.073, -1.282, 5.481], [-1.478, -2.354, 5.235], [1.527, -0.559, 1.840], [-0.022, -0.635, 1.940], [4.832, 0.829, -0.272], [3.566, 0.525, 0.524], [3.757, 0.740, 2.060], [2.539, 0.304, 2.684], [2.568, 0.518, 4.101], [2.557, 1.440, 0.041], [5.063, 1.894, -0.233], [4.746, 0.451, -1.291], [5.647, 0.290, 0.210], [3.299, -0.517, 0.345], [3.925, 1.784, 2.325], [4.518, 0.071, 2.461], [2.586, 1.599, 4.240], [3.453, 0.123, 4.600], [1.732, 0.129, 4.683], [2.789, 2.305, 0.509], [3.003, 1.733, -0.816], [-0.624, 4.182, -2.160], [-0.936, 2.680, -2.214], [-1.586, 2.171, -3.503], [-1.471, 0.742, -3.547], [-1.969, 0.199, -4.733], [0.404, 1.982, -2.043], [-0.074, 4.469, -3.057], [-0.052, 4.422, -1.264], [-1.632, 4.595, -2.194], [-1.690, 2.462, -1.458], [-1.130, 2.521, -4.429], [-2.629, 2.479, -3.432], [-3.058, 0.237, -4.761], [-1.654, -0.844, -4.768], [-1.576, 0.564, -5.682], [1.152, 2.641, -2.208], [0.523, 1.489, -2.916], [-2.680, -1.404, 0.675], [-1.956, -1.395, -0.647], [-2.903, -1.626, -1.794], [-3.793, -0.493, -1.770], [-4.999, -0.690, -2.515], [-1.315, -0.097, -0.736], [-2.113, -1.017, 1.522], [-2.952, -2.413, 0.984], [-3.605, -0.828, 0.644], [-1.135, -2.112, -0.679], [-3.319, -2.619, -1.621], [-2.417, -1.670, -2.768], [-4.789, -0.874, -3.568], [-5.495, 0.272, -2.383], [-5.638, -1.444, -2.055], [-1.618, 0.041, -1.689], [-2.075, 0.354, -0.246]],
  "spin_multiplicity": 4,
  "s2": 3.793,
  "charge": 1,
  "orbital_gap_ev": [9.08, 10.19]
}


2.
{
  "formula": "C2H10N6",
  "method": "ωB97M-V/def2-TZVPD",
  "species": ["C", "C", "N", "N", "N", "N", "N", "N", "H", "H", "H", "H", "H", "H", "H", "H", "H", "H"],
  "coordinates": [[-2.025, -0.698, 0.003], [-1.635, 1.737, 0.016], [-2.081, 0.435, 0.040], [0.414, -0.232, -0.456], [-2.144, -1.942, 0.225], [-0.164, 1.765, -0.314], [1.441, -0.465, -0.871], [2.666, -0.984, 0.433], [-2.047, 2.231, -0.818], [-1.738, 2.212, 1.013], [-2.686, -2.442, 0.914], [-1.546, -2.492, -0.345], [-0.035, 2.436, -1.009], [0.497, 1.913, 0.481], [2.224, -0.182, -1.389], [3.582, -0.331, 0.705], [3.051, -1.821, 0.053], [2.227, -1.142, 1.316]],
  "e_above_lowest_kcal_mol": 90.6,
  "charge": 2,
  "orbital_gap_ev": [9.87, 9.87]
}


3.
{
  "formula": "C3H9N2O",
  "method": "ωB97M-V/def2-TZVPD",
  "species": ["N", "C", "C", "N", "C", "O", "H", "H", "H", "H", "H", "H", "H", "H", "H"],
  "coordinates": [[1.924, -1.139, -0.129], [1.051, 0.096, -0.316], [-0.280, -0.214, 0.419], [-1.290, 0.668, 0.210], [-1.331, 1.759, -0.757], [-0.413, -1.312, 0.907], [1.498, -1.929, -0.624], [1.997, -1.390, 0.857], [2.819, -1.015, -0.603], [1.541, 0.988, 0.068], [0.911, 0.147, -1.393], [-2.180, 0.257, 0.456], [-0.451, 2.387, -0.696], [-2.139, 2.396, -0.475], [-1.586, 1.389, -1.756]],
  "e_above_lowest_kcal_mol": 20.6,
  "charge": 1,
  "orbital_gap_ev": 10.33
}


4.
{
  "formula": "C15H35ClN5O5Pt",
  "method": "ωB97M-V/def2-TZVPD",
  "species": ["Pt", "Cl", "C", "C", "O", "N", "C", "H", "H", "H", "H", "H", "H", "H", "C", "C", "O", "N", "C", "H", "H", "H", "H", "H", "H", "H", "C", "C", "O", "N", "C", "H", "H", "H", "H", "H", "H", "H", "C", "C", "O", "N", "C", "H", "H", "H", "H", "H", "H", "H", "C", "C", "O", "N", "C", "H", "H", "H", "H", "H", "H", "H"],
  "coordinates": [[0.321, 0.713, 0.017], [1.525, 2.880, 0.258], [-1.125, 0.213, 3.864], [-1.542, 1.206, 2.807], [-0.981, 1.213, 1.713], [-2.523, 2.095, 3.054], [-3.285, 2.301, 4.274], [-1.307, -0.785, 3.472], [-1.756, 0.322, 4.747], [-0.081, 0.377, 4.109], [-2.869, 2.548, 2.226], [-2.686, 2.223, 5.179], [-4.116, 1.596, 4.333], [-3.683, 3.313, 4.274], [-1.260, 3.116, -3.133], [-1.852, 2.185, -2.120], [-1.129, 1.326, -1.606], [-3.155, 2.297, -1.834], [-3.777, 1.617, -0.714], [-0.432, 2.623, -3.632], [-0.856, 3.991, -2.616], [-1.951, 3.505, -3.883], [-3.723, 2.914, -2.385], [-4.847, 1.510, -0.864], [-3.670, 2.263, 0.168], [-3.271, 0.691, -0.456], [2.572, -2.099, -2.492], [2.343, -0.603, -2.362], [1.598, -0.129, -1.511], [3.035, 0.192, -3.181], [2.893, 1.643, -3.160], [1.692, -2.623, -2.137], [3.449, -2.365, -1.906], [2.745, -2.293, -3.550], [3.606, -0.223, -3.896], [2.877, 2.012, -2.137], [2.008, 1.968, -3.705], [3.762, 2.065, -3.664], [1.840, -2.136, 3.066], [2.341, -1.153, 2.024], [1.598, -0.287, 1.566], [3.634, -1.232, 1.684], [4.357, -0.328, 0.809], [2.327, -3.110, 2.995], [0.765, -2.223, 2.979], [2.117, -1.746, 4.048], [4.155, -1.959, 2.149], [4.844, -0.897, 0.019], [5.061, 0.262, 1.391], [3.668, 0.370, 0.334], [-1.171, -3.466, 0.805], [-1.142, -2.342, -0.214], [-0.806, -1.200, 0.076], [-1.401, -2.733, -1.471], [-1.407, -1.818, -2.607], [-1.723, -4.335, 0.449], [-1.618, -3.169, 1.753], [-0.143, -3.762, 1.017], [-1.647, -3.690, -1.643], [-2.425, -1.717, -2.982], [-0.813, -2.274, -3.404], [-0.961, -0.853, -2.392]],
  "e_above_lowest_kcal_mol": 0.0,
  "spin_multiplicity": 3,
  "s2": 2.003,
  "charge": 1,
  "orbital_gap_ev": [7.93, 8.56]
}


Q: charge of number 2 (C2H10N6)?
A: +2